A structure of composition C45H66AgN3O2Se, computed with ωB97M-V/def2-TZVPD.

The charge is -2. As for the energy above the lowest of the compared OMol25 structures with the same formula, charge and spin: 62.16 kJ/mol. The calculation puts the LUMO energy at 4.17 eV. The value obtained for the highest occupied orbital energy is -1.2304 eV. The calculation puts the HOMO-LUMO gap at 5.40 eV.

Geometry (Å):
Ag  2.0297  -1.0289  0.0086
C  -4.6524  -1.6836  -4.5861
C  -4.5160  -1.1009  -3.1712
C  -5.2747  0.2326  -3.1109
C  -5.1920  -2.0638  -2.1942
C  -3.0415  -0.8874  -2.8340
C  -2.3843  -1.5558  -1.8140
C  -1.0433  -1.3353  -1.5381
Se  -0.2847  -2.2904  -0.0502
C  -1.0970  -1.3629  1.4258
C  -2.4262  -1.6533  1.6990
C  -3.1256  -1.0026  2.7013
C  -2.4096  -0.0475  3.4358
C  -1.0801  0.2575  3.2259
C  -0.3464  -0.4068  2.1701
O  0.8832  -0.1448  1.9443
C  -0.3707  1.3004  4.0916
C  0.1362  2.4625  3.2245
C  -1.2941  1.8957  5.1591
C  0.8188  0.6521  4.8181
C  -4.5957  -1.2672  3.0162
C  -4.7680  -1.6292  4.4994
C  -5.1604  -2.4209  2.1862
C  -5.4291  -0.0132  2.7134
C  -0.2429  -0.4272  -2.2862
O  0.9894  -0.1981  -2.0328
C  -0.9227  0.2337  -3.3780
C  -2.2650  -0.0052  -3.5976
C  -0.1319  1.1983  -4.2667
C  -0.9919  1.8065  -5.3790
C  1.0315  0.4509  -4.9376
C  0.4258  2.3617  -3.4323
H  -5.7060  -1.8343  -4.8473
H  -4.1362  -2.6438  -4.6497
H  -4.2082  -1.0185  -5.3287
H  -6.3268  0.0933  -3.3841
H  -4.8408  0.9673  -3.7916
H  -5.2320  0.6464  -2.1020
H  -6.2479  -2.1789  -2.4569
H  -5.1355  -1.6888  -1.1699
H  -4.7267  -3.0513  -2.2190
H  -2.9135  -2.2678  -1.1933
H  -2.9084  -2.4120  1.0952
H  -2.9388  0.4795  4.2231
H  -0.6930  2.9457  2.7017
H  0.8397  2.0928  2.4826
H  0.6381  3.2090  3.8509
H  -2.1431  2.4235  4.7154
H  -0.7265  2.6172  5.7532
H  -1.6795  1.1292  5.8369
H  1.5104  0.2172  4.1000
H  0.4677  -0.1372  5.4902
H  1.3442  1.4040  5.4183
H  -4.1947  -2.5272  4.7388
H  -5.8223  -1.8156  4.7321
H  -4.4152  -0.8266  5.1489
H  -4.6050  -3.3446  2.3611
H  -5.1199  -2.1997  1.1178
H  -6.2066  -2.5940  2.4556
H  -5.0693  0.8430  3.2872
H  -6.4845  -0.1749  2.9608
H  -5.3561  0.2442  1.6545
H  -2.7529  0.5137  -4.4153
H  -1.4023  1.0398  -6.0417
H  -0.3707  2.4747  -5.9822
H  -1.8206  2.3941  -4.9751
H  0.6476  -0.3376  -5.5915
H  1.6719  0.0006  -4.1817
H  1.6239  1.1437  -5.5461
H  -0.3833  2.8980  -2.9284
H  0.9601  3.0652  -4.0819
H  1.1103  1.9837  -2.6767
C  8.7764  -2.6398  0.7508
C  7.2861  -2.7656  0.5335
C  6.7026  -4.0230  0.4585
C  5.3164  -4.0982  0.2631
C  4.6330  -5.4429  0.1902
C  4.5704  -2.9520  0.1449
C  5.1134  -1.6234  0.2073
C  6.5311  -1.6066  0.4154
N  4.2458  -0.6131  0.0697
C  4.5160  0.8261  0.0590
C  3.8703  1.4010  -1.2131
C  5.9713  1.3248  0.0460
C  3.8448  1.4466  1.2937
H  9.2459  -3.6223  0.8292
H  8.9973  -2.0866  1.6678
H  9.2532  -2.1028  -0.0738
H  7.3012  -4.9235  0.5533
H  5.3611  -6.2555  0.2373
H  4.0651  -5.5477  -0.7367
H  3.9286  -5.5713  1.0153
H  3.4973  -3.0350  -0.0095
H  7.0698  -0.6793  0.4962
H  4.4265  1.0659  -2.0931
H  3.8718  2.4963  -1.1969
H  2.8485  1.0414  -1.3451
H  6.5351  0.9070  -0.7895
H  6.4912  1.1056  0.9780
H  5.9533  2.4128  -0.0700
H  2.8020  1.1324  1.3821
H  3.8912  2.5415  1.2604
H  4.3524  1.1067  2.2006
C  1.5319  4.2290  -0.1911
C  0.2655  3.4449  -0.1359
C  -1.0618  3.8264  -0.1175
C  -1.7897  2.6142  -0.0789
N  -0.9694  1.5773  -0.0697
N  0.2563  2.1019  -0.1065
C  -3.2660  2.3773  -0.0618
H  1.3131  5.2952  -0.1352
H  2.0725  4.0366  -1.1205
H  2.1919  3.9685  0.6387
H  -1.4450  4.8347  -0.1279
H  1.0358  1.4577  -0.1157
H  -3.8086  3.2637  0.2723
H  -3.4894  1.5476  0.6112
H  -3.6223  2.1054  -1.0574

Atom charges from the Löwdin analysis, given in e for atoms 1 to 99:
1. Ag 0.65
2. C -0.06
3. C -0.56
4. C -0.06
5. C -0.07
6. C -0.20
7. C -0.09
8. C -0.42
9. Se 1.08
10. C -0.42
11. C -0.10
12. C -0.21
13. C -0.01
14. C -0.09
15. C -0.43
16. O -0.20
17. C -0.53
18. C -0.05
19. C -0.09
20. C -0.05
21. C -0.56
22. C -0.06
23. C -0.07
24. C -0.06
25. C -0.44
26. O -0.20
27. C -0.09
28. C -0.01
29. C -0.53
30. C -0.09
31. C -0.05
32. C -0.05
33. H 0.07
34. H 0.08
35. H 0.07
36. H 0.07
37. H 0.07
38. H 0.07
39. H 0.08
40. H 0.07
41. H 0.08
42. H 0.07
43. H 0.08
44. H 0.08
45. H 0.08
46. H 0.06
47. H 0.08
48. H 0.08
49. H 0.07
50. H 0.08
51. H 0.07
52. H 0.08
53. H 0.07
54. H 0.09
55. H 0.07
56. H 0.07
57. H 0.09
58. H 0.06
59. H 0.08
60. H 0.08
61. H 0.07
62. H 0.08
63. H 0.08
64. H 0.08
65. H 0.07
66. H 0.08
67. H 0.08
68. H 0.07
69. H 0.07
70. H 0.08
71. H 0.08
72. H 0.05
73. C -0.08
74. C -0.32
75. C -0.08
76. C -0.31
77. C -0.07
78. C -0.03
79. C -0.29
80. C -0.02
81. N -0.03
82. C -0.63
83. C -0.07
84. C -0.09
85. C -0.06
86. H 0.06
87. H 0.07
88. H 0.07
89. H 0.08
90. H 0.06
91. H 0.07
92. H 0.07
93. H 0.07
94. H 0.06
95. H 0.08
96. H 0.06
97. H 0.03
98. H 0.08
99. H 0.07